# 1
21
Properties=species:S:1:pos:R:3:forces:R:3:nbo_charge:R:1 method="wB97M-V/def2-TZVPD" orbital_gap_ev=9.269 charge=+1 lumo_ev=-3.8 e_above_lowest_kj_mol=144.1 multiplicity=1 e_homo_ev=-13.1
C 14.915 3.618 3.147 -0.6 0.5 -2.0 -0.100
H 15.307 4.522 2.613 0.0 -0.3 1.1 0.191
H 15.701 2.059 3.768 0.5 -0.3 0.4 0.478
C 13.673 3.887 3.926 -1.4 1.6 -2.1 -0.078
O 15.837 2.988 3.967 0.5 -0.6 -0.2 -0.696
H 12.877 2.390 4.995 0.5 0.2 -0.2 0.486
C 5.177 3.325 3.236 -0.3 0.2 1.9 -0.091
H 7.222 3.845 3.016 0.3 0.7 -0.3 0.133
C 6.567 3.668 3.859 -1.9 -0.6 -0.8 -0.112
H 6.351 4.494 4.503 0.2 1.0 0.1 0.189
O 12.883 2.766 4.106 -1.2 -2.0 1.1 -0.755
O 7.126 2.693 4.689 0.6 -0.5 0.6 -0.720
H 4.859 4.212 2.717 -0.2 0.3 -0.5 0.191
H 7.743 2.176 4.175 -0.1 -0.6 -0.1 0.465
H 13.814 4.485 4.788 0.4 0.3 1.2 0.180
Cs 9.831 4.806 4.138 0.2 -0.1 0.1 0.993
O 4.163 3.067 4.231 1.3 0.0 -0.1 -0.696
H 4.471 2.243 4.641 -0.5 0.3 0.2 0.468
H 12.977 4.443 3.267 0.7 0.7 -0.1 0.124
H 5.159 2.462 2.622 0.6 -0.7 -1.1 0.177
H 14.587 3.014 2.251 0.4 0.0 0.9 0.173

# 2
13
Properties=species:S:1:pos:R:3:forces:R:3:nbo_charge:R:1 method="wB97M-V/def2-TZVPD" orbital_gap_ev=7.140 charge=-1 lumo_ev=4.3 e_above_lowest_kj_mol=47.3 multiplicity=1 e_homo_ev=-2.9
H 1.929 -2.593 0.435 -0.1 0.1 -0.3 0.176
O -1.673 0.383 -0.836 0.5 -0.2 0.0 -0.799
H -2.009 1.767 0.554 0.0 0.0 0.0 0.129
C -1.173 1.131 0.243 -0.5 0.3 0.0 0.100
H 1.654 -1.012 0.980 -0.3 0.5 -0.5 0.163
N -0.038 1.994 -0.151 -0.8 -0.3 0.1 -0.880
S 0.850 -1.439 -1.445 0.2 0.3 0.3 -0.668
H 0.325 -2.151 0.842 -0.2 0.2 0.0 0.175
H -0.940 0.487 1.102 0.4 0.1 -0.1 0.133
H -0.934 -0.241 -1.118 -0.3 0.1 0.1 0.491
C 1.206 -1.767 0.316 0.3 -1.1 0.6 -0.747
H -0.014 1.813 -1.151 0.5 0.3 0.0 0.373
H 0.817 1.627 0.229 0.3 -0.3 -0.1 0.355

# 3
10
Properties=species:S:1:pos:R:3:forces:R:3:nbo_charge:R:1 method="wB97M-V/def2-TZVPD" orbital_gap_ev=9.650 smiles=Oc1nccnn1 charge=0 lumo_ev=-0.4 e_above_lowest_kj_mol=215.0 multiplicity=1 e_homo_ev=-10.0
N 0.936 0.874 0.105 -0.7 0.3 -0.1 -0.354
N 0.059 -1.351 0.003 0.3 0.4 0.0 -0.436
H 2.399 0.471 0.257 1.1 -2.7 0.1 0.504
H -1.995 -1.370 -0.214 0.2 0.2 0.0 0.209
C -1.261 0.666 -0.133 -0.1 -0.3 0.0 -0.119
C 1.067 -0.482 0.111 -0.9 0.6 -0.1 0.640
H -2.230 1.147 -0.235 0.2 -0.2 0.0 0.217
C -1.114 -0.731 -0.120 -0.1 0.2 0.0 0.079
O 2.343 -0.695 0.241 0.2 1.9 0.0 -0.629
N -0.206 1.471 -0.015 -0.3 -0.4 0.0 -0.110

# 4
18
Properties=species:S:1:pos:R:3:forces:R:3:nbo_charge:R:1 method="wB97M-V/def2-TZVPD" orbital_gap_ev=9.779 charge=0 lumo_ev=0.6 e_above_lowest_kj_mol=299.8 multiplicity=1 e_homo_ev=-9.2
H 1.679 1.079 -0.255 0.8 1.2 0.0 0.221
C -0.661 1.121 -0.184 2.5 4.7 -2.0 0.549
N 0.065 0.983 1.049 2.6 2.4 2.1 -0.713
H 2.077 1.789 1.532 -0.4 -2.4 -2.0 0.202
H 2.428 -0.956 1.937 0.1 0.9 -0.5 0.203
H -1.958 0.015 0.666 -0.2 0.2 -1.5 0.385
H 0.155 1.994 1.527 -1.3 -2.9 -1.5 0.387
H -3.475 -2.897 -1.737 1.3 0.0 0.2 0.484
N -0.216 2.052 -1.025 -2.7 -2.0 -0.7 -0.721
N -1.828 0.436 -0.292 -0.7 -1.1 2.6 -0.835
C 2.320 -0.549 0.891 -3.9 -0.7 3.1 -0.633
O -2.532 -2.616 -1.749 -0.2 -0.3 0.2 -0.963
H 3.284 -0.485 0.526 1.8 -0.2 -1.4 0.211
H -1.951 -3.324 -1.399 -1.0 0.4 -0.3 0.481
C 1.661 0.917 0.815 -1.3 -1.0 0.6 -0.218
H -1.764 -0.307 -0.948 -0.3 -0.7 -0.9 0.405
H 1.627 -1.429 0.534 1.4 2.1 -0.4 0.218
H -0.910 2.178 -1.889 1.7 -0.6 2.4 0.338

# 5
20
Properties=species:S:1:pos:R:3:forces:R:3:nbo_charge:R:1 method="wB97M-V/def2-TZVPD" orbital_gap_ev=10.001 smiles="CC(=O)O.NCCN" charge=0 lumo_ev=0.8 e_above_lowest_kj_mol=119.1 multiplicity=1 e_homo_ev=-9.2
H 1.561 1.440 -3.316 -0.2 0.5 0.3 0.237
O 1.082 1.788 -0.349 -0.2 0.1 1.5 -0.726
O -0.242 0.465 -1.533 0.1 0.4 -0.1 -0.694
H -1.250 -2.087 2.363 0.2 0.2 -0.4 0.186
H -0.716 0.954 1.666 -1.8 0.3 0.0 0.383
N -1.031 -2.751 0.377 -0.6 -0.6 0.3 -0.859
H -0.750 -2.481 -0.576 -0.5 0.1 0.8 0.379
H 1.494 3.077 -2.533 -0.1 -0.4 0.0 0.223
C -1.052 -1.654 1.365 -0.4 0.2 -0.4 -0.220
H 0.051 2.349 -3.309 0.0 0.0 0.1 0.234
H 0.479 0.691 2.717 0.1 0.1 -0.4 0.391
C 0.946 2.145 -2.720 0.4 -0.1 -0.2 -0.721
H 0.555 -0.832 0.235 -0.1 0.0 1.1 0.225
C 0.538 1.415 -1.465 -0.6 -1.1 -0.1 0.794
H 0.660 1.266 0.597 1.1 0.7 -1.3 0.488
C 0.258 -0.845 1.321 -0.1 -0.1 -1.4 -0.238
H -1.944 -3.272 0.370 1.5 0.9 -0.2 0.367
N 0.187 0.581 1.747 1.0 -1.1 0.2 -0.811
H -1.872 -0.946 1.151 0.1 0.0 0.1 0.160
H 1.047 -1.304 1.892 0.3 -0.3 0.1 0.199

# 6
18
Properties=species:S:1:pos:R:3:forces:R:3:nbo_charge:R:1 method="wB97M-V/def2-TZVPD" orbital_gap_ev=10.750 smiles=CCCCOC charge=0 lumo_ev=1.1 e_above_lowest_kj_mol=243.3 multiplicity=1 e_homo_ev=-9.7
H 1.736 -0.740 -1.185 -0.2 -0.2 0.0 0.204
C -0.246 0.628 1.654 0.0 -0.4 -0.2 -0.050
O -0.131 1.660 0.657 0.2 -0.2 -0.9 -0.575
C 0.818 -1.338 -1.296 0.1 -0.2 0.0 -0.605
H 1.451 -0.614 1.180 -0.2 0.0 0.0 0.200
H -1.068 -1.621 -0.195 0.2 -0.4 0.1 0.197
H 0.390 -1.091 -2.281 0.1 -0.2 0.2 0.200
H -0.551 -0.036 -0.484 -0.3 -0.9 0.1 0.215
H -1.279 0.479 2.018 0.1 0.2 -0.5 0.159
H 0.330 0.963 2.534 -0.3 0.4 -0.5 0.193
H 0.063 2.494 -1.128 -0.3 0.6 0.0 0.205
C 0.358 -0.705 1.199 0.0 0.0 0.1 -0.420
H -0.595 0.988 -1.599 0.4 0.2 1.3 0.186
H 0.095 -1.477 1.931 0.1 0.0 0.0 0.205
C -0.177 -0.992 -0.195 -0.2 -0.1 -0.1 -0.427
H 1.091 -2.396 -1.304 0.1 0.1 0.0 0.208
H -1.664 2.055 -0.742 0.0 0.4 0.1 0.185
C -0.621 1.742 -0.763 0.0 0.8 0.5 -0.280

> Among the records above, which one has the highest charge?

C4H12CsO4

> Which of these has the lowest charge?

C2H8NOS

> Look up the charge of the second one.

-1

Please write out number 1 again, unchanged.
21
Properties=species:S:1:pos:R:3:forces:R:3:nbo_charge:R:1 method="wB97M-V/def2-TZVPD" orbital_gap_ev=9.269 charge=+1 lumo_ev=-3.8 e_above_lowest_kj_mol=144.1 multiplicity=1 e_homo_ev=-13.1
C 14.915 3.618 3.147 -0.6 0.5 -2.0 -0.100
H 15.307 4.522 2.613 0.0 -0.3 1.1 0.191
H 15.701 2.059 3.768 0.5 -0.3 0.4 0.478
C 13.673 3.887 3.926 -1.4 1.6 -2.1 -0.078
O 15.837 2.988 3.967 0.5 -0.6 -0.2 -0.696
H 12.877 2.390 4.995 0.5 0.2 -0.2 0.486
C 5.177 3.325 3.236 -0.3 0.2 1.9 -0.091
H 7.222 3.845 3.016 0.3 0.7 -0.3 0.133
C 6.567 3.668 3.859 -1.9 -0.6 -0.8 -0.112
H 6.351 4.494 4.503 0.2 1.0 0.1 0.189
O 12.883 2.766 4.106 -1.2 -2.0 1.1 -0.755
O 7.126 2.693 4.689 0.6 -0.5 0.6 -0.720
H 4.859 4.212 2.717 -0.2 0.3 -0.5 0.191
H 7.743 2.176 4.175 -0.1 -0.6 -0.1 0.465
H 13.814 4.485 4.788 0.4 0.3 1.2 0.180
Cs 9.831 4.806 4.138 0.2 -0.1 0.1 0.993
O 4.163 3.067 4.231 1.3 0.0 -0.1 -0.696
H 4.471 2.243 4.641 -0.5 0.3 0.2 0.468
H 12.977 4.443 3.267 0.7 0.7 -0.1 0.124
H 5.159 2.462 2.622 0.6 -0.7 -1.1 0.177
H 14.587 3.014 2.251 0.4 0.0 0.9 0.173